Entry 1:
{"formula": "C5H5BrS2", "method": "ωB97M-V with the def2-TZVPD basis set", "homo_lumo_gap_ha": [0.278, 0.278], "e_tot_ev": -96975.3196, "fmax_ha_per_bohr": 0.1308, "e_homo_ev": [-7.6, -7.6], "species": ["C", "C", "C", "C", "C", "S", "S", "Br", "H", "H", "H", "H", "H"], "positions_angstrom": [[-0.50039, 2.53221, 0.15861], [0.76943, 2.88444, -0.10490], [-0.78791, 1.25325, 0.40477], [0.92916, 0.40843, 0.26580], [0.46138, -2.30315, -0.42267], [1.94855, 1.67200, -0.04984], [1.42438, -1.18869, 0.75631], [-2.26651, 0.09584, 0.46326], [-1.23512, 3.36233, 0.13040], [1.13311, 3.80949, -0.19574], [-0.34574, -1.71030, -0.79166], [0.28224, -3.15868, 0.19743], [1.22414, -2.49401, -1.08257]]}

Entry 2:
{"formula": "C2H8N5O", "method": "ωB97M-V with the def2-TZVPD basis set", "homo_lumo_gap_ha": 0.329, "e_tot_ev": -11691.2311, "charge": 1, "fmax_ha_per_bohr": 0.0729, "e_homo_ev": -13.1, "species": ["C", "C", "N", "N", "N", "N", "N", "O", "H", "H", "H", "H", "H", "H", "H", "H"], "positions_angstrom": [[-1.70531, -0.52528, -0.74885], [-1.34349, 0.78677, -0.40213], [1.97402, 0.13943, 0.39274], [-1.08047, -2.79100, -0.42703], [1.69327, 2.30170, 0.71913], [-0.92295, -1.53019, -0.23808], [2.43097, 1.28904, 0.61980], [-0.37192, 0.97671, 0.31569], [-2.66099, -0.69767, -1.18500], [-1.87968, 1.73374, -0.54721], [1.02564, 0.01462, 0.07745], [-1.87435, -3.27270, -0.85124], [-0.40445, -3.29870, 0.00073], [1.87310, 3.24918, 1.09267], [0.72708, 2.29578, 0.40512], [2.51953, -0.67141, 0.77623]]}

Entry 3:
{"formula": "C26H48F2O8", "method": "ωB97M-V with the def2-TZVPD basis set", "homo_lumo_gap_ha": 0.371, "e_tot_ev": -49550.1495, "fmax_ha_per_bohr": 0.0429, "e_homo_ev": -9.5, "species": ["C", "C", "C", "C", "C", "C", "C", "C", "C", "C", "C", "C", "C", "C", "C", "C", "C", "C", "O", "C", "O", "C", "H", "H", "H", "H", "H", "H", "H", "H", "H", "H", "H", "H", "H", "H", "H", "H", "H", "H", "H", "H", "H", "H", "H", "H", "H", "H", "H", "H", "H", "H", "H", "H", "H", "H", "H", "H", "H", "H", "H", "H", "H", "H", "O", "C", "O", "C", "C", "F", "O", "H", "H", "H", "O", "C", "O", "C", "C", "F", "O", "H", "H", "H"], "positions_angstrom": [[-5.25586, 6.45682, 1.03311], [-5.94486, 5.41997, 2.07710], [-7.21495, 4.67720, 1.43021], [-7.21668, 3.08073, 1.59881], [-5.79962, 2.38623, 1.24013], [-5.91975, 0.82434, 0.89603], [-4.52540, 0.39723, 0.16744], [-3.51742, -0.27250, 1.23266], [-2.17905, 0.62206, 1.47097], [-0.97318, -0.28492, 2.08015], [-0.43012, -1.26918, 0.92018], [0.84620, -0.68629, 0.12996], [1.84672, -1.84115, -0.37231], [3.05371, -1.09156, -1.16170], [4.29355, -2.13202, -1.18973], [4.88918, -2.17057, -2.67554], [5.92355, -3.40315, -2.91547], [7.41888, -2.84066, -2.92603], [7.69700, -1.87204, -3.96035], [9.05160, -1.93357, -4.44917], [5.48024, -4.05738, -4.12474], [6.54722, -4.65293, -4.89405], [-5.60254, 7.52898, 1.25474], [-5.44045, 6.18582, -0.05803], [-4.11527, 6.45898, 1.19385], [-6.31335, 6.07462, 2.94893], [-5.13967, 4.72389, 2.48311], [-8.14465, 5.07153, 1.97876], [-7.22578, 4.90262, 0.30930], [-7.64028, 2.72099, 2.60870], [-7.95896, 2.67494, 0.81022], [-5.35259, 2.96847, 0.34945], [-5.13994, 2.51246, 2.16407], [-5.99668, 0.27082, 1.89478], [-6.83563, 0.58037, 0.25850], [-4.00701, 1.34353, -0.23801], [-4.71109, -0.26701, -0.75321], [-3.24999, -1.30816, 0.82670], [-3.98827, -0.40955, 2.27695], [-2.50852, 1.43701, 2.22314], [-1.83897, 1.13660, 0.50265], [-1.33739, -0.90082, 2.98724], [-0.09212, 0.34078, 2.44827], [-0.23075, -2.28607, 1.39769], [-1.24474, -1.43157, 0.11784], [1.43173, 0.02862, 0.80145], [0.54514, -0.07316, -0.79549], [1.34021, -2.63626, -1.01881], [2.33199, -2.33680, 0.53664], [3.31020, -0.11682, -0.62329], [2.68679, -0.88789, -2.23039], [5.09193, -1.88789, -0.39295], [3.87578, -3.16473, -0.93059], [5.40498, -1.20210, -2.99126], [3.98873, -2.30926, -3.38621], [5.85708, -4.14078, -2.02879], [7.55465, -2.28720, -1.91637], [8.15594, -3.71932, -2.88003], [9.67017, -1.00189, -4.19563], [9.63926, -2.86271, -4.15230], [8.98597, -1.95311, -5.60465], [6.99816, -3.81889, -5.54964], [6.06590, -5.40589, -5.61800], [7.32404, -5.22705, -4.29037], [-2.61738, -2.78021, 4.30477], [-1.91979, -2.78430, 5.28358], [-2.32836, -2.37303, 6.51781], [-1.26637, -2.65830, 7.41620], [-0.08005, -2.70119, 6.50609], [0.84799, -3.58048, 6.95394], [-0.62017, -3.19247, 5.29687], [-1.45342, -3.61745, 7.90754], [-1.17951, -1.88337, 8.17948], [0.38776, -1.72797, 6.33033], [-0.74647, 1.85646, -1.11801], [-0.14279, 2.18634, -2.10526], [1.19627, 2.00301, -2.28019], [1.49299, 2.39742, -3.61187], [0.36594, 3.32873, -3.92767], [0.04689, 3.28160, -5.24281], [-0.70999, 2.79535, -3.18301], [1.50296, 1.51543, -4.25871], [2.46707, 2.88579, -3.66858], [0.54149, 4.36593, -3.62719]]}